Here is an isolated molecule of C4H8N4 in a non-equilibrium geometry from the Open Molecules 2025 dataset. Energies are from ωB97M-V/def2-TZVPD.

Output
Relative energy (zero: lowest compared OMol25 entry of this formula, charge and spin) ... 1.284 eV
LUMO ... 0.81 eV
Frontier orbital gap ... 7.90 eV
Maximum force ... 5.3 eV/Å
SMILES string ... CNc1c[nH]c(N)n1
Highest occupied orbital energy ... -0.261 Eh

Cartesian coordinates (Å):
H  1.6519  -1.4546  1.0217
N  -2.6111  -0.9998  0.0351
H  0.0448  2.6444  0.1126
H  2.0095  -1.5174  -0.8066
C  -1.4794  -0.2025  -0.0551
H  2.4404  1.1387  0.2139
C  0.5345  0.5123  -0.1649
C  -0.2611  1.6309  -0.0159
N  -0.1962  -0.6629  -0.1305
H  -3.5185  -0.7100  -0.4644
H  3.4759  -0.8806  0.4027
N  -1.5494  1.1394  0.0537
N  1.9265  0.4311  -0.2792
H  -2.3239  1.7350  0.1878
H  -2.4304  -1.9413  -0.2196
C  2.2864  -0.8627  0.1088

Here is an isolated molecule of C4H8N4O in a non-equilibrium geometry from the Open Molecules 2025 dataset. Energies are from ωB97M-V/def2-TZVPD.

Output
Relative energy (zero: lowest compared OMol25 entry of this formula, charge and spin) ... 2.068 eV
LUMO ... 0.54 eV
Frontier orbital gap ... 10.14 eV
Maximum force ... 5.8 eV/Å
SMILES string ... N#C/N=C(\N)NCCO
Highest occupied orbital energy ... -0.353 Eh

Cartesian coordinates (Å):
H  -2.1659  1.5629  -0.6211
H  1.3043  -1.3630  -0.8427
N  -3.5211  -1.0312  -0.1574
H  3.1217  -0.5670  -1.7073
C  -2.3613  -0.8049  -0.1154
H  2.3974  -1.8831  0.3194
N  -1.1775  1.7288  -0.4761
C  2.0815  -0.9692  -0.1467
H  1.0290  1.7396  0.0423
H  2.1859  0.3616  1.6658
N  0.6539  0.9476  0.5423
C  -0.6004  0.5820  0.0325
C  1.4735  -0.1660  1.0747
H  0.8887  -0.9020  1.5594
O  3.0707  -0.1177  -0.7669
H  -1.1199  2.5595  0.2441
N  -1.0649  -0.5620  0.1490

Here is an isolated molecule of C4H8N4O2 in a non-equilibrium geometry from the Open Molecules 2025 dataset. Energies are from ωB97M-V/def2-TZVPD.

Output
Relative energy (zero: lowest compared OMol25 entry of this formula, charge and spin) ... 5.713 eV
LUMO ... 0.60 eV
Frontier orbital gap ... 10.06 eV
Maximum force ... 3.9 eV/Å
SMILES string ... C/N=C1/NCCN=[N+]([O-])O1
Highest occupied orbital energy ... -0.348 Eh

Cartesian coordinates (Å):
O  0.8257  1.2673  0.3406
C  0.9701  -1.6973  -0.4666
N  0.3612  -0.5200  -1.0926
H  2.5349  -1.8192  1.0465
C  1.9060  -1.1848  0.5906
H  -2.4398  2.7840  -0.5589
H  1.6719  -2.0087  -1.2978
O  2.7031  2.0531  -0.3791
C  -0.1402  0.5965  -0.3986
H  1.3565  -0.8749  1.4005
H  0.1464  -2.3329  -0.0380
N  2.6344  -0.1153  -0.0121
H  -0.1928  -0.5323  -1.9286
H  -1.0085  3.0310  0.0867
N  2.1273  1.0186  -0.0704
C  -1.7726  2.3438  0.1371
N  -1.2885  1.0646  -0.4222
H  -2.0320  2.0855  1.2012

Here is a structure of composition C4H8N4O8Zn2 in a non-equilibrium geometry from the Open Molecules 2025 dataset. Energies are from ωB97M-V/def2-TZVPD.

Output
Relative energy (zero: lowest compared OMol25 entry of this formula, charge and spin) ... 0.000 eV
LUMO ... -0.65 eV
Frontier orbital gap ... 7.65 eV
Maximum force ... 8.6 eV/Å
Highest occupied orbital energy ... -0.305 Eh

Cartesian coordinates (Å):
H  0.4093  -3.1383  -2.4868
Zn  -1.8667  3.7029  0.7857
H  0.5077  -3.0794  2.6011
O  -2.2497  1.7468  0.8416
O  -3.5648  2.7923  -0.4161
N  1.8517  -1.0925  1.9815
O  -0.1820  -0.3646  1.3257
N  -0.0589  -2.2537  2.5641
H  1.3455  0.0487  -3.4831
O  0.0917  4.0699  1.4014
H  2.3470  -0.4335  1.4067
C  0.6418  -1.1452  -2.1199
C  0.5033  -1.1327  1.9844
H  -1.0613  -2.2437  2.4971
O  1.0900  2.1290  0.7844
Zn  -0.5548  1.1082  -0.1559
N  1.1635  -0.9340  -3.3562
H  2.3466  -1.6503  2.6534
H  -0.1415  -2.6069  -0.9861
O  -0.2975  3.1210  -0.4481
H  1.7583  -1.6816  -3.6678
N  0.4972  -2.4549  -1.7514
O  -2.4754  0.8124  -0.9736
C  0.6139  3.2947  0.4990
C  -3.1103  1.6241  -0.1454
O  0.3954  -0.2389  -1.3358

Here is an isolated molecule of C4H8N4OS in a non-equilibrium geometry from the Open Molecules 2025 dataset. Energies are from ωB97M-V/def2-TZVPD.

Output
Relative energy (zero: lowest compared OMol25 entry of this formula, charge and spin) ... 3.557 eV
LUMO (alpha / beta) ... -1.20 / -1.19 eV
Frontier orbital gap (alpha / beta) ... 7.77 / 7.77 eV
Maximum force ... 6.4 eV/Å
SMILES string ... CS/N=N\N=N\CC(C)=O
Highest occupied orbital energy (alpha / beta) ... -0.329 / -0.330 Eh

Cartesian coordinates (Å):
H  -1.9982  2.1915  -1.5647
N  -2.0279  -1.7472  0.2904
H  1.6831  -1.8284  0.0083
H  2.2864  -0.9358  2.2225
H  0.8075  0.0075  2.3384
N  -0.1358  -0.8326  -0.6255
H  -1.1610  0.5010  -1.9527
N  -2.3673  -0.6651  0.8467
N  -0.8534  -1.8929  -0.1477
H  1.6429  -0.6150  -1.5163
H  2.3632  0.8279  2.5428
C  -1.9699  1.0998  -1.4201
H  -2.8955  0.7991  -1.8566
O  1.9522  1.3817  0.0148
C  1.2989  -0.8651  -0.4458
S  -1.7382  0.7911  0.4172
C  1.7814  0.0594  1.9660
C  1.6717  0.3347  0.4944

Here is a cluster of 2 separate species, C4H8N4Si in total in a non-equilibrium geometry from the Open Molecules 2025 dataset. Energies are from ωB97M-V/def2-TZVPD.

Output
Relative energy (zero: lowest compared OMol25 entry of this formula, charge and spin) ... 0.345 eV
LUMO (alpha / beta) ... 0.26 / 0.26 eV
Frontier orbital gap (alpha / beta) ... 7.32 / 7.32 eV
Maximum force ... 3.0 eV/Å
Highest occupied orbital energy (alpha / beta) ... -0.259 / -0.260 Eh

Cartesian coordinates (Å):
N  1.9356  0.5370  -1.0251
C  -3.2126  2.1037  -0.6341
Si  -1.0880  0.0001  -0.1351
H  0.7586  -1.4376  1.6938
C  -2.3740  1.2770  -0.4001
H  2.0004  1.5450  -0.8901
H  -3.9170  2.8595  -0.8227
N  0.7941  0.3284  -1.8730
H  2.7788  0.2358  -1.5123
H  -1.9629  -3.9221  -0.9025
H  -0.4018  1.0767  1.8878
C  -1.7610  -2.9096  -0.6989
C  -1.5520  -1.7523  -0.4415
H  0.8371  -0.6449  -2.1767
N  -0.3113  0.2080  1.3789
H  1.6365  -0.1918  1.0775
N  0.9071  -0.4330  1.7534

Here is a cluster of 2 separate species, C4H8NO in total in a non-equilibrium geometry from the Open Molecules 2025 dataset. Energies are from ωB97M-V/def2-TZVPD.

Output
Relative energy (zero: lowest compared OMol25 entry of this formula, charge and spin) ... 3.971 eV
LUMO ... 4.35 eV
Frontier orbital gap ... 6.85 eV
Charge ... -1
Maximum force ... 4.0 eV/Å
Highest occupied orbital energy ... -0.092 Eh

Cartesian coordinates (Å):
H  2.6188  -2.6185  -0.1997
C  -0.7869  2.2623  0.0040
H  1.9656  -1.8434  -1.3896
C  -0.7683  0.9703  0.8933
H  -0.5094  2.0186  -0.9634
H  1.0630  -1.2996  0.2586
H  -0.1216  3.0694  0.3304
H  -0.9659  1.1250  1.9345
N  -1.1265  -0.2570  0.0922
C  1.7151  -2.1780  -0.4081
C  -0.0506  -0.3762  0.6720
H  -1.8631  2.6034  0.1039
H  1.0034  -2.8423  -0.7858
O  -2.1738  -0.6339  -0.5422

Here is a cluster of 2 separate species, C4H8NO in total in a non-equilibrium geometry from the Open Molecules 2025 dataset. Energies are from ωB97M-V/def2-TZVPD.

Output
Relative energy (zero: lowest compared OMol25 entry of this formula, charge and spin) ... 3.886 eV
LUMO (alpha / beta) ... 4.19 / 4.21 eV
Frontier orbital gap (alpha / beta) ... 7.36 / 6.75 eV
Charge ... -1
Maximum force ... 6.1 eV/Å
Highest occupied orbital energy (alpha / beta) ... -0.117 / -0.093 Eh

Cartesian coordinates (Å):
H  0.9028  1.7539  -1.3523
H  0.8813  0.3242  -2.5857
H  -1.5346  -0.5590  -0.4435
C  0.5152  0.7634  -1.6808
C  0.6998  -0.3679  1.8655
O  0.8359  -1.9032  -1.2822
H  -1.5760  0.8981  0.5074
C  0.2315  -0.2503  0.5982
H  1.7578  -0.4938  2.0223
H  -1.7463  -0.5312  1.3330
H  -0.5459  0.8482  -1.6327
C  -1.2856  -0.0920  0.3944
N  0.9963  0.1026  -0.4598
H  -0.1321  -0.4931  2.7162